Version P
{
  "formula": "C4H7NS",
  "method": "the ωB97M-V functional and the def2-TZVPD basis",
  "symbols": ["C", "C", "C", "C", "H", "H", "H", "H", "H", "H", "H", "N", "S"],
  "positions_angstrom": [[0.26752, 1.32667, -0.06333], [0.55025, -0.23137, -0.09252], [-0.66293, -0.91338, -0.22956], [1.97403, -0.86974, -0.02343], [1.04026, 2.11090, -0.65857], [0.31112, 1.39631, 1.21783], [-1.15926, 1.77102, -0.33025], [-0.70206, -1.97754, 0.03734], [-1.92427, 0.71716, 0.21385], [-2.80072, -0.96876, 0.18225], [1.70569, -2.00294, 0.39245], [-1.95868, -0.28080, -0.40489], [3.35906, -0.07753, -0.24116]],
  "e_homo_ev": -8.56,
  "gap_ev": 8.044,
  "e_lumo_ev": -0.518
}

Version Q
{
  "formula": "C4H7NS",
  "method": "the ωB97M-V functional and the def2-TZVPD basis",
  "symbols": ["C", "N", "C", "C", "C", "S", "H", "H", "H", "H", "H", "H", "H"],
  "positions_angstrom": [[1.71095, -1.37242, 0.84754], [1.49745, -0.31441, 1.93963], [0.34933, 0.32532, 1.64226], [-0.54376, 0.34496, 0.44499], [-0.61498, -0.20749, -0.82765], [-1.37385, 0.71429, -2.04013], [0.91308, -2.24327, 1.04383], [2.89041, -1.68875, 1.05728], [1.45614, -0.74943, -0.14369], [2.22832, -0.08378, 2.77639], [0.02710, 0.88378, 2.50913], [-1.25915, 1.29242, 0.38301], [-0.16581, -1.18098, -1.20419]],
  "smiles": "CN/C=C\\C=S",
  "e_homo_ev": -7.65,
  "gap_ev": 7.341,
  "e_lumo_ev": -0.305
}

In order of decreasing stability: version Q, version P.